# 1
Computed, not measured: the molecule C3H7NSi, with ωB97M-V/def2-TZVPD.

Output
ΔE to the lowest compared entry with this formula, charge and spin (kJ/mol): 155.5
Largest force on an atom (eV/A): 4.62
Charge: 0
SMILES: C[C@H]([SiH3])C#N

Each atom is followed by the atoms it is bonded to, with distances in Å.
Cartesian coordinates (Å):
1 C 0.45476 1.33957 -0.22232  C2 1.535, H6 1.140, H7 1.020, H8 1.034
2 C -0.35559 0.18997 0.39203  C1 1.535, Si3 1.944, C4 1.727, H9 1.080
3 Si 0.56439 -1.44392 -0.12142  C2 1.944, H10 1.544, H11 1.518, H12 1.463
4 C -2.03907 0.11947 0.01479  C2 1.727, N5 1.147
5 N -3.17789 0.00876 -0.06442  C4 1.147
6 H 0.17665 2.33769 0.25358  C1 1.140
7 H 1.46049 1.21059 -0.11331  C1 1.020
8 H 0.28942 1.42314 -1.23973  C1 1.034
9 H -0.34300 0.07047 1.46569  C2 1.080
10 H 1.82738 -0.98343 0.63885  Si3 1.544
11 H 1.05489 -1.61573 -1.54746  Si3 1.518
12 H 0.08757 -2.65658 0.54374  Si3 1.463


# 2
Computed, not measured: a cluster of 2 separate species, C2H2F3N2 in total, with ωB97M-V/def2-TZVPD.

Output
ΔE to the lowest compared entry with this formula, charge and spin (kJ/mol): 39.9
Largest force on an atom (eV/A): 7.50
Spin multiplicity: 3
Charge: +1

Each atom is followed by the atoms it is bonded to, with distances in Å.
Cartesian coordinates (Å):
1 C 1.17988 -0.32051 -0.87070  N4 1.242, H8 1.167, H9 0.997
2 C -1.27983 0.94494 1.31378  F5 1.266, F6 1.271, F7 1.267
3 N 0.19677 -2.33525 -1.71593  N4 1.158
4 N 0.70515 -1.35612 -1.36500  C1 1.242, N3 1.158
5 F -1.50522 -0.23080 0.90190  C2 1.266
6 F -1.30840 1.21117 2.55601  C2 1.271
7 F -0.55043 1.63425 0.54086  C2 1.267
8 H 0.62546 0.67244 -1.13223  C1 1.167
9 H 1.93662 -0.22012 -0.22870  C1 0.997


# 3
Computed, not measured: a cluster of 2 separate species, ClN2O3P in total, with ωB97M-V/def2-TZVPD.

Output
ΔE to the lowest compared entry with this formula, charge and spin (kJ/mol): 14.5
Largest force on an atom (eV/A): 2.61
Charge: 0
SMILES: O=NN=O.O=PCl

Each atom is followed by the atoms it is bonded to, with distances in Å.
Cartesian coordinates (Å):
1 O 1.58737 0.63778 1.23915  N2 1.215
2 N 1.84204 0.44825 0.06684  O1 1.215, N3 1.161
3 N 1.51304 -0.23224 -0.81439  N2 1.161, O4 1.169
4 O 1.60018 -0.65383 -1.90164  N3 1.169
5 O -0.83604 0.08920 0.25841  P6 1.499
6 P -2.10799 0.43870 0.97095  O5 1.499, Cl7 2.051
7 Cl -3.59860 -0.72785 0.18067  P6 2.051